[1]
A structure of composition C36H108N9O12P3S9 at a distorted geometry. Source: OMol25; level of theory: ωB97M-V/def2-TZVPD.

Last column: Löwdin charge in e.
Cartesian coordinates (Å):
O 1.65316 6.38848 -0.78738  -0.287
P 0.67322 5.34923 -0.39773  0.649
N -0.60718 5.04161 -1.52859  -0.247
C -1.10249 6.17452 -2.32686  -0.087
C -1.59106 3.93439 -1.46440  -0.283
N -0.33007 5.84483 0.96071  -0.291
C -1.40978 5.11629 1.52968  -0.146
C -0.55876 7.28845 1.07672  -0.099
N 1.31917 3.86488 0.06366  -0.135
C 2.04750 3.80238 1.39225  -0.157
C 1.77647 2.93523 -0.93640  -0.221
H -1.34474 5.81414 -3.32663  0.067
H -0.47506 7.06521 -2.29347  0.081
H -2.00638 6.47296 -1.79580  0.077
H -1.93652 3.62876 -2.45200  -0.029
H -2.50170 4.27948 -0.97476  0.128
H -1.15858 3.09001 -0.92768  -0.030
H -1.60926 5.07169 2.60034  0.101
H -2.25730 5.59079 1.03503  0.095
H -1.39109 4.07474 1.20889  0.067
H -1.25201 7.52813 0.27046  0.067
H -1.09593 7.48968 2.00358  0.088
H 0.34958 7.88198 0.97315  0.082
H 1.82587 4.58319 2.11980  0.115
H 1.67051 2.90970 1.89134  -0.035
H 3.10886 3.56065 1.33593  0.082
H 2.78029 3.12511 -1.31636  0.160
H 1.06777 2.90032 -1.76383  0.090
H 1.83867 1.93917 -0.49810  0.051
O 2.10473 0.86758 0.73877  -0.334
P 0.72713 0.44649 0.36508  0.888
N 0.34475 1.23997 -1.12411  -0.162
C 1.36046 1.35922 -2.12925  -0.470
C -0.95680 1.77029 -1.55435  -0.229
N -0.47605 0.94643 1.49006  -0.126
C -0.28465 2.01574 2.38876  -0.389
C -1.84895 0.34701 1.51801  -0.386
N 0.38304 -1.28472 0.07132  -0.207
C 1.42337 -2.26961 0.12010  -0.228
C -0.73150 -1.59450 -0.85694  -0.191
H 0.98871 1.12848 -3.12758  0.112
H 2.11627 0.59858 -1.93358  0.010
H 1.84688 2.33405 -2.09423  0.037
H -1.61021 0.89959 -1.60943  0.056
H -0.88349 2.23671 -2.53678  -0.037
H -1.31591 2.44450 -0.77680  0.050
H -0.89856 1.84654 3.27341  0.042
H 0.70206 1.85374 2.82267  0.040
H -0.48403 2.92639 1.82391  0.092
H -1.79781 -0.74177 1.51167  0.060
H -2.40812 0.65939 2.39998  0.116
H -2.43111 0.57347 0.62476  0.100
H 1.94424 -2.25144 -0.83722  0.030
H 2.20050 -2.15950 0.87643  0.092
H 1.12730 -3.30494 0.28906  0.023
H -0.52142 -1.63877 -1.92559  0.003
H -1.58434 -0.91743 -0.80865  -0.011
H -1.14402 -2.54653 -0.52290  0.054
O -0.25975 -6.75435 -1.90734  -0.317
P 0.29580 -5.33842 -1.90089  0.718
N 0.37833 -4.59917 -0.29514  -0.230
C 1.52051 -4.96812 0.57658  -0.132
C -0.85700 -4.23767 0.49350  -0.168
N -0.68261 -4.20954 -2.77286  -0.227
C -0.53978 -2.79029 -2.71742  -0.233
C -1.41344 -4.62282 -4.03166  -0.082
N 1.81026 -5.00871 -2.67519  -0.259
C 2.28409 -5.96700 -3.71793  -0.096
C 2.44288 -3.65988 -2.69901  -0.172
H 1.47062 -5.97111 1.00038  0.116
H 1.72230 -4.24774 1.36932  0.101
H 2.44654 -4.97185 0.00163  0.013
H -1.51417 -3.60984 -0.10820  0.083
H -0.53536 -3.68976 1.37919  -0.093
H -1.30779 -5.18406 0.79220  0.114
H -1.51359 -2.30190 -2.75282  0.073
H 0.03997 -2.54261 -1.82824  0.038
H -0.05526 -2.35913 -3.59344  0.102
H -0.92295 -4.55225 -5.00250  0.075
H -1.74089 -5.65753 -3.93041  0.069
H -2.35065 -4.07811 -4.14593  0.063
H 2.16784 -6.95809 -3.27937  0.069
H 1.80771 -5.92509 -4.69743  0.072
H 3.35396 -5.82374 -3.86949  0.074
H 1.98716 -3.06350 -3.48942  -0.098
H 3.51351 -3.66856 -2.90340  0.098
H 2.32708 -3.10270 -1.76937  -0.001
C -0.95357 3.05643 -3.88430  -0.184
S -2.31884 2.10484 -3.11478  0.868
O -3.00629 2.92628 -2.03402  -0.369
C -3.40630 2.25742 -4.62351  -0.159
H -0.49960 2.49729 -4.70244  0.100
H -0.32697 3.36690 -3.04819  0.058
H -1.25959 3.94855 -4.43071  0.088
H -2.73504 1.92095 -5.41363  0.061
H -3.73741 3.20748 -5.04286  0.070
H -4.24699 1.59032 -4.43292  0.038
C 2.54795 0.79051 -3.53285  -0.229
S 2.20579 -0.91369 -2.77363  1.063
O 1.87172 -1.93344 -3.90138  -0.481
C 3.89997 -1.28835 -2.10842  -0.234
H 1.97551 0.78628 -4.46043  0.092
H 3.60146 0.86938 -3.80116  0.090
H 2.16071 1.61378 -2.93255  -0.052
H 3.92863 -2.17411 -1.47384  -0.022
H 4.18163 -0.47610 -1.43832  0.072
H 4.68403 -1.31670 -2.86510  0.089
C -3.38046 -0.66144 1.81816  -0.353
S -4.54374 -2.06416 1.87403  0.901
O -5.52185 -1.92235 2.98831  -0.528
C -5.47546 -1.76182 0.28385  -0.308
H -2.84642 -0.69197 0.86843  -0.010
H -2.70677 -0.74133 2.67129  -0.094
H -3.80649 0.33050 1.96861  0.129
H -6.22454 -2.54874 0.19584  0.078
H -4.81324 -1.70665 -0.58016  -0.150
H -6.03157 -0.82572 0.33431  0.086
C 1.58782 2.46548 5.66187  -0.234
S 0.02215 3.34875 5.20548  0.916
O 0.23751 4.72334 5.78325  -0.569
C 0.38114 3.39506 3.40837  -0.380
H 1.90141 2.60894 6.69588  0.076
H 2.36483 2.78876 4.96916  0.045
H 1.59567 1.39243 5.47058  -0.081
H -0.39955 3.83323 2.78656  0.039
H 0.71142 2.39476 3.12837  -0.104
H 1.28740 3.97477 3.23311  0.056
C -5.03992 -1.79990 -1.99276  -0.249
S -3.82848 -0.54884 -1.37022  1.044
O -2.79310 -1.23470 -0.53013  -0.556
C -3.04932 -0.22239 -3.01592  -0.263
H -4.47928 -2.58444 -2.50097  0.087
H -5.77508 -1.29344 -2.61817  0.097
H -5.53294 -2.48614 -1.30420  0.041
H -2.34055 0.57719 -2.80046  -0.123
H -3.75808 0.12030 -3.76979  0.040
H -2.54270 -1.08950 -3.43968  0.070
C -2.54430 -3.23419 3.34614  -0.251
S -0.77727 -3.56361 3.06463  1.000
O -0.67745 -4.97613 2.43899  -0.541
C -0.49706 -2.35875 1.68581  -0.344
H -2.92704 -3.84941 4.16045  0.073
H -3.04591 -3.56724 2.43752  0.007
H -2.78228 -2.19025 3.55023  0.033
H 0.47477 -2.45392 1.20146  0.016
H -0.61409 -1.38713 2.16578  0.032
H -1.26820 -2.47827 0.92478  0.062
C 3.95111 -4.10060 -0.02501  -0.283
S 5.32409 -2.91546 0.08049  0.978
O 5.77330 -2.40933 -1.31690  -0.581
C 4.36997 -1.57172 0.86716  -0.338
H 4.07011 -4.66409 -0.95043  0.083
H 2.99829 -3.57968 -0.11929  -0.008
H 3.78564 -4.72239 0.85480  0.081
H 3.48025 -1.26975 0.31462  0.017
H 4.99649 -0.69716 1.04238  0.100
H 3.97357 -1.89333 1.83025  0.036
C 2.86297 2.42122 2.42900  -0.347
S 3.30295 1.02063 3.53527  1.126
O 2.17140 0.92528 4.53197  -0.677
C 3.05939 -0.34460 2.32328  -0.325
H 3.60406 2.73988 1.69595  0.111
H 2.52350 3.29289 2.98852  0.083
H 2.02070 2.11957 1.80637  0.025
H 3.47578 -1.27337 2.71328  0.072
H 3.45141 -0.19456 1.31734  0.027
H 1.98972 -0.54441 2.26013  -0.028
C 0.92478 -0.77374 3.78226  -0.180
S -0.60580 0.27502 3.81594  1.127
O -1.64013 -0.43486 2.95597  -0.621
C -0.97680 0.07697 5.66496  -0.157
H 0.73964 -1.82333 4.01072  0.046
H 1.72601 -0.49334 4.46600  0.049
H 1.39091 -0.66183 2.80333  -0.050
H -0.56328 0.93414 6.19634  0.008
H -0.50464 -0.78091 6.14373  0.057
H -2.03415 0.13033 5.92432  0.062

Forces on atoms 1 to 6 (eV/Å):
-0.776 -0.299 0.075
-2.764 0.240 0.631
2.934 0.257 -0.106
-0.177 -0.398 1.393
2.825 10.099 2.501
3.632 0.291 0.792

Values from the calculation:
Strongest force on any atom in eV/Å: 19.985
Molecular weight in u: 1240.8
Frontier orbital gap in eV: 6.742
LUMO level in Ha: -0.0151
Net charge: 0
Energy relative to the best compared isomer or geometry (same formula, charge and spin) in kJ/mol: 10624.8

---

[2]
A structure of composition C36H24Cl2F5N3O3S2SeV. Source: OMol25; level of theory: ωB97M-V/def2-TZVPD.

Last column: Löwdin spin population.
Cartesian coordinates (Å):
V -0.97287 -0.97111 -0.60418  1.237
C -3.79010 -1.32315 -1.75087  -0.024
C -3.10674 -0.56225 -0.64366  -0.100
N -2.34767 0.51947 -0.93741  -0.072
N -2.38354 1.61173 -0.08150  -0.006
C -1.23828 1.93204 0.37652  -0.006
S 0.17359 0.92792 0.18644  -0.028
S -1.14600 3.52145 1.16690  -0.001
C 0.07457 3.20282 2.46991  -0.001
C -0.39474 2.28850 3.56848  0.000
C 0.19730 1.04353 3.74339  0.000
C -0.21548 0.20354 4.76896  0.000
C -1.22953 0.59805 5.62754  0.000
C -1.83709 1.83515 5.45054  0.000
C -1.42252 2.67116 4.42675  0.000
C -3.61477 -0.73732 0.74410  -0.009
C -4.89672 -0.43965 1.17196  -0.004
C -5.25473 -0.59375 2.50829  0.000
C -4.30370 -1.05278 3.41366  -0.002
C -3.01799 -1.36524 3.00097  -0.001
C -2.65647 -1.21499 1.65582  -0.001
O -1.45079 -1.52325 1.21122  0.011
H -3.30783 -1.13774 -2.70885  -0.001
H -3.77791 -2.39796 -1.55055  -0.002
H -4.84496 -1.02170 -1.81933  -0.009
H 0.98487 2.81414 2.01516  0.000
H 0.29381 4.19638 2.87047  0.000
H 0.96106 0.71659 3.05062  0.000
H 0.24693 -0.77000 4.87345  0.000
H -1.56507 -0.06499 6.41629  0.000
H -2.64747 2.14066 6.10195  0.000
H -1.91448 3.62471 4.26920  0.000
H -5.61865 -0.06153 0.45519  0.000
H -6.25555 -0.34450 2.84086  0.000
H -4.56675 -1.16416 4.46083  0.000
H -2.27071 -1.71627 3.70101  0.000
F 2.84001 -5.02057 4.44158  0.000
C 2.38561 -4.54495 3.26649  0.001
C 2.18887 -3.19001 3.08324  0.000
F 2.46735 -2.34263 4.09081  0.000
C 1.72572 -2.70978 1.87027  0.001
F 1.61738 -1.38729 1.75726  0.001
C 1.42678 -3.54416 0.79547  0.002
Se 0.80677 -2.90998 -0.88716  -0.001
C 1.65096 -4.90140 1.01857  0.001
F 1.40591 -5.79916 0.05035  0.000
C 2.11817 -5.40418 2.21883  0.000
F 2.31017 -6.72811 2.38328  0.000
Cl 4.01868 -0.70085 -1.45765  0.000
C 3.50540 0.93146 -1.20011  0.000
C 4.05873 1.64086 -0.14653  0.000
C 3.65999 2.94589 0.08055  0.000
C 2.69882 3.52799 -0.72964  0.000
C 2.13285 2.79138 -1.75488  -0.001
Cl 0.81948 3.49209 -2.63026  0.000
C 2.52698 1.47818 -2.03369  -0.001
N 1.91250 0.69004 -3.01286  0.000
C 1.86228 0.99516 -4.35510  0.000
C 2.55178 2.08125 -4.90259  0.000
C 2.43895 2.39171 -6.24837  0.000
C 1.65107 1.61774 -7.08504  0.000
C 1.02547 0.49441 -6.55407  0.000
C 1.13383 0.14617 -5.21654  0.000
C 0.59326 -1.17939 -4.74106  0.000
C -0.64229 -1.18119 -3.82060  0.002
O -1.73237 -1.48676 -4.28467  0.003
O -0.37189 -0.91420 -2.59137  0.013
H 4.78884 1.15754 0.48723  0.000
H 4.08082 3.50424 0.90710  0.000
H 2.33581 4.52870 -0.54216  0.000
H 1.27728 -0.03751 -2.67076  0.000
H 3.16563 2.69806 -4.25833  0.000
H 2.97027 3.25279 -6.63761  0.000
H 1.54274 1.86401 -8.13386  0.000
H 0.44652 -0.15555 -7.20080  0.000
H 1.38453 -1.70069 -4.19094  0.000
H 0.33733 -1.77682 -5.61455  0.000

Forces on atoms 1 to 6 (eV/Å):
-0.312 0.743 -0.251
-0.084 0.113 -0.054
0.231 -0.276 0.029
0.134 -0.122 0.214
-0.095 0.002 -0.068
0.040 0.071 0.048

Values from the calculation:
Strongest force on any atom in eV/Å: 0.844
Molecular weight in u: 906.5
Frontier orbital gap (spin up / spin down) in eV: 6.185 / 5.600
LUMO level (spin up / spin down) in Ha: 0.1547 / 0.1547
Net charge: -2
Spin multiplicity: 2
Energy relative to the best compared isomer or geometry (same formula, charge and spin) in kJ/mol: 0.0
<S²>: 0.91